C5H7NS2 | the ωB97M-V functional and the def2-TZVPD basis

Last column: natural (NBO) charge in e.
Atoms and positions in Å:
C 0.194581 1.366849 0.154283  -0.23
C -0.251844 -0.065444 -0.065332  -0.28
C -1.681104 -0.341747 0.431217  -0.21
C -0.797428 -0.361019 -1.487313  -0.19
C 0.891698 -0.945326 0.396456  -0.23
H -0.083639 1.772245 1.149681  0.20
H -2.085287 0.424681 1.137636  0.19
H -1.772067 -1.372155 0.820034  0.20
H -2.854735 -0.885822 -1.258191  0.36
H -0.549282 -1.413007 -1.803670  0.18
H -0.505336 0.344710 -2.295918  0.21
H 1.777855 -0.855117 -0.236098  0.20
N -2.158809 -0.176214 -0.963966  -0.62
S 1.055081 2.260605 -0.875516  0.09
S 0.885465 -1.929474 1.666668  0.09

Forces on the atoms, in the same order (eV/Å):
C 0.044 0.257 0.224
C 0.331 0.059 -0.021
C -0.195 0.316 0.356
C 0.468 -0.452 -0.829
C -0.280 0.055 -0.036
H 0.159 -0.237 -0.537
H 0.180 -0.789 -0.378
H -0.050 0.510 0.054
H 0.736 0.693 0.214
H -0.231 0.841 0.240
H -0.112 -0.448 0.564
H -0.033 0.036 0.047
N -0.756 -0.698 -0.041
S -0.256 -0.282 0.289
S -0.006 0.139 -0.145

## Properties
E_HOMO ... -8.920 eV
Spin multiplicity ... 1
ΔE to the lowest compared entry with this formula, charge and spin ... 51.8 kcal/mol



C5H7NS2 | the ωB97M-V functional and the def2-TZVPD basis

Last column: natural (NBO) charge in e.
Atoms and positions in Å:
C 1.797760 0.139686 -0.097899  -0.58
C 0.297300 0.057789 -0.008878  0.05
C -0.529743 -1.014799 0.118767  -0.31
C -1.881808 -0.675104 0.048600  0.12
C -0.754919 1.275537 -0.169612  -0.25
H 3.481678 -1.504456 1.588311  0.15
H 1.865142 0.491644 -1.268452  0.24
H 2.314186 0.965253 0.507929  0.26
H -0.163449 -2.074164 0.309576  0.26
H -2.847710 1.141064 -0.048514  0.41
H -0.591008 1.407773 -1.450149  0.22
H -0.551580 2.322633 0.526735  0.24
N -1.928037 0.602660 0.239750  -0.58
S 2.747133 -1.461577 -0.154177  -0.02
S -3.254950 -1.673936 -0.141990  -0.21

Forces on the atoms, in the same order (eV/Å):
C 0.348 1.279 -2.856
C -2.004 0.314 1.285
C 4.421 -2.422 0.244
C -3.336 -3.527 0.228
C 4.124 1.369 -0.809
H -1.775 0.176 -3.795
H 0.439 -0.583 2.643
H -0.933 -1.375 -0.801
H -0.616 1.560 -0.605
H 2.243 -1.797 1.035
H -1.046 0.332 3.548
H -0.386 -3.056 -2.412
N -4.099 5.934 -1.831
S 1.033 0.848 3.965
S 1.588 0.949 0.162

## Properties
E_HOMO ... -8.217 eV
Spin multiplicity ... 1
ΔE to the lowest compared entry with this formula, charge and spin ... 98.4 kcal/mol



C5H7O2P2S2 | the ωB97M-V functional and the def2-TZVPD basis

Last column: natural (NBO) charge in e.
Atoms and positions in Å:
C 0.838783 2.633535 2.568539  1.04
C 0.423789 0.521832 -0.737119  -0.63
C -0.758672 -2.018822 1.454108  -0.54
C -0.847137 0.941839 -0.118376  -0.59
C -1.520420 0.132228 1.019170  -0.70
O 0.922768 3.772005 2.415353  -0.53
O 0.951555 1.494891 2.714219  -0.52
P -2.466310 0.240303 -0.481496  0.65
P -2.200921 0.735174 2.605060  0.74
S -2.271291 -1.440228 -1.508772  -0.79
S -2.305560 2.629097 2.426701  -0.56
H 1.280988 0.692703 -0.069444  0.20
H 0.194042 -0.550235 -0.992709  0.25
H 0.602845 1.023591 -1.734127  0.21
H -0.097935 -2.132534 2.317264  0.17
H -1.406821 -2.877029 1.400181  0.19
H -0.197170 -2.000336 0.539784  0.20
H -0.897042 1.977848 0.171050  0.22

Forces on the atoms, in the same order (eV/Å):
C 0.964 -0.315 -0.145
C 0.035 -1.154 -1.337
C 0.296 2.197 -0.721
C -0.317 0.261 1.480
C 1.775 -2.580 3.418
O -0.455 1.037 -0.064
O -0.359 -0.708 0.215
P -2.243 0.555 -1.627
P 0.764 -1.625 -1.502
S 0.127 -0.759 -0.649
S -0.219 1.285 0.131
H -0.114 -0.401 -0.285
H 1.084 0.699 0.176
H -0.216 -0.270 1.081
H -0.211 0.753 0.091
H -1.114 0.402 0.005
H 0.314 0.034 -0.250
H -0.112 0.590 -0.019

## Properties
E_HOMO ... -3.456 eV
Spin multiplicity ... 1
ΔE to the lowest compared entry with this formula, charge and spin ... 57.5 kcal/mol
Net charge ... -1



HOMO-LUMO gap values, unit eV, following the record order: 8.0; 7.4; 5.9.